115
Properties=species:S:1:pos:R:3 method="wB97M-V/def2-TZVPD" multiplicity=4 homo_lumo_gap_ev="7.23 / 7.30" homo_ev="-12.78 / -12.74" e_lumo_ev="-5.547 / -5.442" molar_mass_g_mol=1103.0 total_energy_ha=-11478.074817 charge=+2
Er 0.326 0.950 -0.436
C 2.431 2.037 3.140
Si 1.655 0.732 1.937
C 0.365 -0.182 3.043
C 0.884 -0.980 4.060
C 0.079 -1.679 4.940
C -1.291 -1.637 4.767
C -1.832 -0.887 3.738
C -1.035 -0.107 2.901
P -1.816 0.798 1.496
C -3.666 0.463 1.699
C -4.436 0.950 2.938
C -5.796 0.249 2.989
C -6.607 0.622 1.752
C -5.846 0.243 0.484
C -4.461 0.896 0.462
C -1.533 2.665 1.734
C -1.887 3.320 0.388
C -1.601 4.816 0.389
C -2.326 5.499 1.545
C -1.901 4.868 2.868
C -2.254 3.379 2.872
C 3.098 -0.518 1.583
C 4.172 -0.568 2.469
C 5.297 -1.340 2.234
C 5.382 -2.079 1.068
C 4.326 -2.067 0.177
C 3.183 -1.310 0.420
P 1.773 -1.416 -0.748
C 2.432 -2.253 -2.286
C 1.327 -2.651 -3.265
C 1.928 -3.484 -4.410
C 3.369 -3.073 -4.733
C 3.552 -1.583 -4.484
C 3.383 -1.272 -2.991
C 0.751 -2.682 0.169
C -0.708 -2.621 -0.318
C -1.408 -3.975 -0.175
C -0.983 -4.647 1.123
C 0.516 -4.987 1.092
C 1.303 -4.105 0.116
H 2.582 1.602 4.125
H 3.398 2.390 2.792
H 1.794 2.906 3.281
H 1.956 -1.063 4.166
H 0.508 -2.263 5.739
H -1.951 -2.184 5.421
H -2.896 -0.931 3.598
H -3.677 -0.640 1.698
H -3.889 0.794 3.866
H -4.645 2.015 2.855
H -5.674 -0.834 3.046
H -6.327 0.565 3.887
H -7.573 0.118 1.769
H -6.796 1.698 1.756
H -5.737 -0.842 0.435
H -6.409 0.560 -0.394
H -3.939 0.611 -0.458
H -4.599 1.979 0.458
H -0.446 2.779 1.901
H -1.323 2.841 -0.453
H -2.949 3.171 0.194
H -0.526 4.982 0.502
H -1.910 5.245 -0.565
H -2.095 6.563 1.535
H -3.404 5.393 1.416
H -0.827 5.005 3.012
H -2.413 5.357 3.695
H -1.995 2.918 3.826
H -3.329 3.306 2.734
H 4.140 0.016 3.377
H 6.101 -1.370 2.954
H 6.257 -2.672 0.850
H 4.406 -2.662 -0.717
H 2.956 -3.167 -1.992
H 0.556 -3.244 -2.775
H 0.853 -1.746 -3.662
H 1.912 -4.541 -4.141
H 1.304 -3.364 -5.296
H 4.074 -3.624 -4.111
H 3.597 -3.312 -5.771
H 4.540 -1.258 -4.811
H 2.813 -1.029 -5.069
H 4.356 -1.273 -2.497
H 2.977 -0.259 -2.903
H 0.795 -2.350 1.220
H -1.255 -1.865 0.267
H -0.743 -2.328 -1.371
H -2.488 -3.834 -0.195
H -1.149 -4.624 -1.011
H -1.202 -3.984 1.963
H -1.558 -5.561 1.274
H 0.933 -4.869 2.092
H 0.649 -6.025 0.792
H 2.359 -4.114 0.399
H 1.224 -4.507 -0.894
Br 1.762 3.989 -0.168
C 3.602 3.432 -0.427
Br 3.597 1.656 -1.220
H 4.112 3.389 0.531
H 4.088 4.117 -1.116
C 2.122 3.100 -5.858
C 1.125 2.284 -5.118
C 0.235 1.420 -5.755
C -0.674 0.693 -5.002
C -0.639 0.863 -3.634
Br -1.908 -0.014 -2.495
N 0.235 1.628 -2.975
C 1.084 2.332 -3.728
H 1.999 3.008 -6.931
H 3.128 2.774 -5.593
H 2.037 4.151 -5.586
H 0.247 1.316 -6.827
H -1.385 0.022 -5.456
H 1.769 2.977 -3.193

139
Properties=species:S:1:pos:R:3 method="wB97M-V/def2-TZVPD" homo_lumo_gap_ev=7.65 e_above_lowest_kj_mol=260.5 homo_ev=-7.50 e_lumo_ev=0.154 molar_mass_g_mol=1548.0 total_energy_ha=-13093.051108 charge=0
C -1.643 -4.498 6.054
C -2.510 -4.058 4.807
C -1.582 -3.449 3.700
C -0.969 -2.092 4.265
C -1.005 -0.939 3.240
C -2.239 -0.199 3.027
C -3.451 -0.633 3.883
C -3.376 -0.084 5.368
F -2.373 0.876 5.543
C -2.288 0.862 2.078
C -3.619 1.626 1.877
C -4.792 0.787 1.302
O -5.915 1.058 1.697
C -4.658 -0.344 0.273
C -5.366 -0.148 -0.966
C -5.344 -1.154 -1.973
C -4.617 -2.369 -1.777
C -3.909 -2.578 -0.564
C -3.941 -1.558 0.445
C -1.120 1.275 1.323
C 0.078 0.562 1.578
C 0.161 -0.546 2.505
C 1.523 -1.241 2.696
C 2.000 -2.101 1.470
C 2.898 -3.316 1.914
C 4.159 -3.524 1.024
O 3.943 -3.222 -0.363
C 4.750 -2.120 -0.787
S 1.618 1.017 0.753
C 1.073 2.219 -0.459
C -0.259 2.704 -0.464
C -0.583 3.650 -1.501
C 0.347 4.113 -2.461
P -0.173 5.309 -3.759
N -0.046 4.591 -5.183
C 1.715 3.647 -2.426
N 2.622 4.196 -3.394
C 3.528 3.198 -4.019
C 5.006 3.495 -3.532
C 2.023 2.691 -1.429
F 3.286 2.182 -1.320
N -1.317 2.388 0.438
H -0.819 -5.178 5.770
H -1.285 -3.563 6.540
H -2.345 -4.957 6.785
H -3.122 -4.895 4.407
H -3.233 -3.310 5.209
H -0.808 -4.161 3.350
H -2.191 -3.146 2.813
H -1.532 -1.839 5.189
H 0.059 -2.334 4.602
H -4.426 -0.290 3.484
H -3.499 -1.744 3.893
H -3.248 -0.958 6.044
H -4.361 0.357 5.636
H -3.955 1.965 2.894
H -3.540 2.546 1.265
H -5.967 0.753 -1.163
H -5.913 -1.020 -2.912
H -4.615 -3.157 -2.549
H -3.349 -3.504 -0.352
H -3.405 -1.770 1.382
H 2.316 -0.482 2.910
H 1.537 -1.919 3.577
H 2.638 -1.474 0.814
H 1.156 -2.471 0.855
H 3.247 -3.223 2.971
H 2.294 -4.252 1.848
H 5.068 -2.974 1.394
H 4.455 -4.604 1.049
H 4.283 -1.625 -1.665
H 4.823 -1.352 0.018
H 5.783 -2.418 -1.076
H -1.620 4.035 -1.553
H 0.639 6.468 -3.826
H -1.559 5.588 -3.574
H 0.584 5.126 -5.785
H 3.146 4.955 -2.957
H 3.506 3.397 -5.112
H 3.263 2.161 -3.757
H 5.498 4.227 -4.211
H 5.015 3.970 -2.523
H 5.605 2.560 -3.477
H -2.137 2.146 -0.126
C -4.030 3.429 5.921
Cl -4.880 2.871 4.473
Cl -3.962 5.191 6.001
H -4.550 3.057 6.799
H -3.018 3.041 5.900
C -2.560 2.090 -5.935
Cl -2.279 2.875 -4.385
Cl -4.268 2.175 -6.408
H -1.959 2.588 -6.692
H -2.270 1.044 -5.857
C -2.563 -2.279 -7.120
Cl -2.748 -0.521 -7.209
Cl -3.316 -2.936 -5.662
H -3.033 -2.727 -7.990
H -1.505 -2.520 -7.106
C 6.500 -1.242 4.144
Cl 7.019 -2.721 3.329
Cl 5.148 -0.479 3.293
H 6.186 -1.488 5.154
H 7.336 -0.547 4.170
C -4.079 3.597 -9.704
Cl -2.733 2.503 -9.368
Cl -4.227 3.929 -11.434
H -4.998 3.137 -9.355
H -3.910 4.532 -9.180
C 6.726 2.689 1.901
Cl 7.870 1.802 2.916
Cl 6.691 2.051 0.253
H 5.733 2.599 2.332
H 7.023 3.733 1.868
C -6.466 -0.568 -5.953
Cl -7.400 -1.578 -7.065
Cl -7.489 0.093 -4.671
H -5.682 -1.171 -5.503
H -6.026 0.253 -6.509
C 11.018 -0.556 4.731
Cl 9.362 -0.230 5.265
Cl 11.109 -0.706 2.975
H 11.655 0.264 5.049
H 11.354 -1.484 5.183
C 4.067 -1.945 -4.887
Cl 5.668 -2.110 -5.618
Cl 3.992 -0.549 -3.806
H 3.333 -1.816 -5.676
H 3.847 -2.842 -4.316
C -0.202 3.598 7.138
Cl -1.323 4.091 8.414
Cl 1.419 3.302 7.778
H -0.570 2.683 6.680
H -0.147 4.388 6.395
C -2.566 -7.024 -2.766
Cl -1.600 -6.890 -1.292
Cl -2.593 -5.499 -3.661
H -2.136 -7.794 -3.399
H -3.583 -7.290 -2.496